No. 1
The following is a quantum chemistry calculation of the molecule C3H6O2, from the Open Molecules 2025 dataset.

```
11
Properties=species:S:1:pos:R:3:forces:R:3:mulliken_charge:R:1
O 2.257914 0.364687 0.021751 0.00 -0.06 0.09 -0.755
C -0.017784 0.175406 0.249258 0.00 0.02 -0.03 0.300
H 1.081095 -0.276076 -1.597229 0.01 0.00 0.17 0.371
H -1.950226 -0.644137 0.671151 0.08 0.08 -0.10 0.304
C -1.431842 -0.095753 -0.119793 0.00 -0.02 -0.03 -1.022
C 1.185893 -0.079799 -0.519349 -0.34 0.09 -0.15 0.165
O 0.276518 0.693517 1.399826 0.03 -0.03 -0.16 -0.520
H -1.942397 0.863563 -0.255511 0.09 -0.11 0.02 0.326
H 1.300966 0.824594 1.252853 -0.03 -0.02 0.02 0.434
H 0.722934 -1.166929 -0.046894 0.13 -0.04 0.02 0.111
H -1.483073 -0.659075 -1.056060 0.03 0.09 0.15 0.285
```
Forces are in eV/Å.

The HOMO energy is -9.13 eV. The value obtained for the orbital gap is 9.76 eV. The energy comes out at -268.3088 Eh. Its energy relative to the best compared isomer or geometry (same formula, charge and spin) is 253.1 kJ/mol.

=====

No. 2
The following is a quantum chemistry calculation of the molecule C3H6O2 at a distorted geometry, from the Open Molecules 2025 dataset.

```
11
Properties=species:S:1:pos:R:3:forces:R:3:mulliken_charge:R:1
O 2.045524 -1.267266 -0.659476 -0.65 -0.61 0.11 -0.477
H -2.378227 -0.152363 0.367320 0.08 0.11 0.00 0.362
C -0.298119 -0.330914 -0.074197 -0.04 -0.01 0.03 -0.186
H -1.361282 1.070714 1.166032 -0.05 -0.08 -0.07 0.300
C 1.958174 -0.074756 -0.536639 0.47 -1.07 -0.25 0.094
H -1.715725 1.207512 -0.563977 -0.03 -0.05 0.06 0.300
H -0.070305 -1.046175 0.721816 0.04 0.15 -0.09 0.303
H -0.421308 -0.907044 -0.997608 0.07 0.18 0.13 0.306
O 0.828919 0.581167 -0.228879 0.74 -0.31 -0.21 -0.277
C -1.511190 0.502931 0.244647 -0.02 0.10 -0.01 -1.143
H 2.921297 0.406580 -0.719581 -0.60 1.59 0.30 0.417
```
Forces are in eV/Å.

The SMILES is CCOC=O. The HOMO energy is -10.52 eV. The value obtained for the orbital gap is 11.55 eV. The energy comes out at -268.3789 Eh. Its energy relative to the best compared isomer or geometry (same formula, charge and spin) is 69.0 kJ/mol.

=====

No. 3
The following is a quantum chemistry calculation of a cluster of 2 separate species, C3H6O2 in total at a distorted geometry, from the Open Molecules 2025 dataset.

```
11
Properties=species:S:1:pos:R:3:forces:R:3:mulliken_charge:R:1
O -0.273607 1.172569 -1.485246 0.15 -0.12 -0.06 -0.397
H -1.558604 -0.290818 -0.316155 0.12 0.34 -0.33 0.333
C 0.733078 1.178715 -2.152350 -1.41 0.39 0.54 -0.125
C 0.007477 -1.177861 2.009701 0.73 0.10 -1.01 -0.694
H 1.062165 -1.422137 1.827035 -0.09 0.56 1.14 0.208
H 0.620321 0.823146 -3.185381 0.88 0.00 -0.15 0.258
O -1.638875 -0.105159 0.618573 -0.76 0.39 1.33 -0.505
H 1.629792 1.612681 -1.688140 0.45 -0.24 -0.59 0.252
H 0.371247 0.352766 0.661807 0.02 0.29 0.02 0.172
C -0.395736 -0.212423 1.173098 0.37 -1.92 -0.71 0.195
H -0.557258 -1.931482 2.537054 -0.47 0.20 -0.19 0.304
```
Forces are in eV/Å.

The SMILES is C=CO.C=O. The HOMO energy is -8.91 eV. The value obtained for the orbital gap is 9.29 eV. The energy comes out at -268.2929 Eh. Its energy relative to the best compared isomer or geometry (same formula, charge and spin) is 294.9 kJ/mol.

=====

No. 4
The following is a quantum chemistry calculation of the molecule C3H6O2 at a distorted geometry, from the Open Molecules 2025 dataset.

```
11
Properties=species:S:1:pos:R:3:forces:R:3:mulliken_charge:R:1
C -0.977216 -0.364145 0.113663 -0.40 0.56 -0.23 -0.311
C 0.531274 -0.698732 0.262804 0.34 0.72 -0.34 -0.412
H -1.304769 1.650893 0.122853 -0.02 -0.48 -0.04 0.329
O -1.227425 0.935229 -0.526053 -0.79 -0.57 0.51 -0.607
C 1.298906 0.514812 -0.333533 -0.14 -0.66 0.32 0.027
O 2.502853 0.607577 -0.382721 -0.78 0.15 -0.05 -0.499
H 0.484799 1.220588 -0.687084 2.05 0.07 -0.14 0.403
H -1.471801 -1.058205 -0.566644 0.06 -0.06 0.23 0.237
H -1.499153 -0.363267 1.072270 0.08 -0.21 -0.06 0.279
H 0.843150 -0.853732 1.308420 -0.17 0.16 -0.34 0.265
H 0.833048 -1.603457 -0.290584 -0.23 0.34 0.14 0.289
```
Forces are in eV/Å.

The SMILES is O=CCCO. The HOMO energy is -9.08 eV. The value obtained for the orbital gap is 9.75 eV. The energy comes out at -268.3351 Eh. Its energy relative to the best compared isomer or geometry (same formula, charge and spin) is 184.1 kJ/mol.

=====

HOMO of number 4 (C3H6O2)? -9.08 eV